ORCA calculation (the ωB97M-V functional and the def2-TZVPD basis) on a 8-piece molecular cluster, C46H109NO22 overall in a non-equilibrium geometry.

The geometry in ORCA input format:
```
! RIJCOSX wB97M-V def2-TZVPD def2/J DEFGRID3
* xyz 0 1
C -5.40838 0.61885 6.64207
O -4.92546 1.94201 6.31178
C -3.64491 1.97956 5.66319
C -3.56355 3.39383 5.06461
C -2.28379 3.73509 4.30768
N -3.60213 4.35081 6.10518
H -4.65880 -0.07044 7.03081
H -5.92264 0.19265 5.78068
H -6.20986 0.59198 7.38032
H -2.78269 1.82538 6.31196
H -3.57223 1.26806 4.84064
H -4.41829 3.55266 4.40711
H -2.40079 4.73217 3.88313
H -2.10935 2.98521 3.53610
H -1.44298 3.68794 4.99972
H -3.12183 3.80660 6.80749
H -4.50406 4.13445 6.50493
C 8.14080 1.74729 -0.84237
O 7.42110 2.97295 -1.15400
C 6.19646 2.61939 -1.79407
C 5.40086 3.84492 -2.05498
O 4.25870 3.38699 -2.81014
C 3.71178 4.42694 -3.65269
C 2.28091 4.03672 -3.90487
O 2.26845 2.75482 -4.57417
C 0.93201 2.16238 -4.74999
H 9.14740 2.13154 -0.67744
H 8.05398 0.94532 -1.57544
H 7.75616 1.34268 0.09382
H 5.73887 1.84872 -1.17376
H 6.30948 2.07365 -2.73081
H 6.03540 4.53169 -2.61517
H 5.06478 4.39551 -1.17635
H 4.29178 4.63098 -4.55273
H 3.64730 5.33545 -3.05388
H 1.96133 4.79697 -4.61760
H 1.62058 4.02509 -3.03773
H 1.19683 1.27376 -5.32298
H 0.29159 2.72228 -5.43151
H 0.50918 1.83830 -3.79905
C -5.85692 -1.12575 -4.14348
O -5.86375 -0.01998 -3.26472
C -5.74814 1.27211 -3.83956
C -5.84317 2.37162 -2.82967
O -4.70757 2.42611 -1.97245
C -4.58946 3.56648 -1.07742
C -3.36703 3.70997 -0.24778
O -2.09171 3.60063 -0.98710
C -1.76774 2.30602 -1.42506
H -6.25946 -0.83938 -5.11510
H -6.45861 -1.95401 -3.76924
H -4.82535 -1.47653 -4.17394
H -6.44392 1.45010 -4.65951
H -4.74078 1.29892 -4.25501
H -6.77774 2.10865 -2.33418
H -5.93588 3.32137 -3.35642
H -5.47753 3.55217 -0.44559
H -4.69959 4.44458 -1.71375
H -3.30513 2.98361 0.56258
H -3.37166 4.73137 0.13278
H -2.37040 2.08956 -2.30713
H -2.09275 1.61144 -0.65044
H -0.72376 2.16859 -1.70671
C -1.19565 -2.24310 1.20569
O 0.03963 -1.89205 0.50654
C -0.12102 -1.67264 -0.88573
C 1.01004 -0.78654 -1.25880
O 0.89677 0.53907 -0.61055
C 2.12152 1.18245 -0.67813
C 2.07307 2.62778 -0.09945
O 1.77166 2.66053 1.23679
C 0.42440 2.51327 1.64192
H -1.66179 -3.19445 0.94927
H -1.93080 -1.44546 1.09887
H -1.10197 -2.36128 2.28520
H -1.05664 -1.13078 -1.02393
H -0.11574 -2.60011 -1.45833
H 1.06324 -0.54886 -2.32124
H 1.98337 -1.18113 -0.96722
H 2.46039 1.12295 -1.71240
H 2.81191 0.59623 -0.07165
H 1.49125 3.37879 -0.63384
H 3.03750 3.10472 -0.27412
H -0.24635 2.86605 0.85851
H 0.29175 3.12586 2.53368
H 0.21698 1.45737 1.81559
C 1.57891 -0.21626 4.42014
O 2.32330 0.76175 5.19971
C 2.05031 2.13358 5.01286
C 3.36636 3.00449 4.87068
O 3.90005 3.06225 3.53281
C 4.14420 1.76361 2.92682
C 5.39118 1.93383 1.97094
O 6.73804 1.82579 2.50514
C 7.23764 2.97079 3.19463
H 1.72751 -0.07994 3.34896
H 0.53494 -0.04786 4.68447
H 1.99744 -1.13831 4.82357
H 1.45635 2.51589 5.84301
H 1.47094 2.19947 4.09194
H 4.07631 2.73601 5.65298
H 3.18973 4.04455 5.14485
H 3.25685 1.32106 2.47421
H 4.44164 1.09149 3.73174
H 5.33158 2.76174 1.26447
H 5.30595 1.04489 1.34594
H 6.46882 3.53927 3.71793
H 7.45060 3.65900 2.37663
H 8.15492 2.85319 3.77158
C 6.34549 -1.94575 -5.35105
O 6.69353 -1.21855 -4.21776
C 5.61117 -0.66695 -3.43558
C 4.72060 -1.76809 -2.83701
O 5.51856 -2.77747 -2.20244
C 4.76441 -3.61531 -1.30119
C 5.40421 -5.04640 -1.00790
O 5.04342 -6.04150 -2.01936
C 5.33083 -5.69843 -3.33975
H 7.27044 -1.98417 -5.92646
H 5.63687 -1.47304 -6.03112
H 5.94612 -2.95341 -5.23607
H 5.00443 -0.10585 -4.14632
H 5.92379 -0.01441 -2.62038
H 4.10686 -2.31416 -3.55341
H 3.94792 -1.28125 -2.24199
H 3.72009 -3.85534 -1.50086
H 4.68313 -3.02802 -0.38655
H 5.40059 -5.28989 0.05455
H 6.45162 -4.93873 -1.28972
H 6.37017 -5.37076 -3.36203
H 4.72927 -4.96397 -3.87528
H 5.17279 -6.58738 -3.95041
C -4.00408 -3.77661 0.18299
O -4.15668 -2.45920 0.61703
C -4.73078 -1.56685 -0.33364
C -4.96000 -0.15243 0.18585
O -5.75361 -0.25266 1.43398
C -5.84115 0.97613 2.14929
C -7.07353 1.83775 1.80874
O -7.22547 2.14636 0.46981
C -8.22897 3.08065 0.25649
H -3.71798 -4.40205 1.02861
H -3.21599 -3.80470 -0.56950
H -4.90997 -4.11248 -0.32164
H -5.71598 -1.91453 -0.64445
H -4.16343 -1.53213 -1.26370
H -5.36586 0.45823 -0.62067
H -3.98535 0.22577 0.49428
H -4.98390 1.63080 1.99238
H -6.04078 0.78281 3.20328
H -6.94248 2.68334 2.48394
H -7.85953 1.26170 2.29708
H -7.95798 4.03628 0.70530
H -9.22100 2.73963 0.55261
H -8.44895 3.27281 -0.79364
C -1.32042 -6.00564 2.74511
O 0.08807 -6.21702 2.55746
C 0.61079 -6.62998 1.28590
C 0.63380 -5.40776 0.26547
O -0.58908 -5.30512 -0.41551
C -1.05453 -6.43091 -1.20204
C -1.87012 -5.89783 -2.39363
O -3.31522 -5.78952 -2.15060
C -3.99536 -4.95934 -3.13025
H -1.75387 -5.34214 1.99679
H -1.58420 -5.56785 3.70785
H -1.76584 -6.98909 2.59497
H 0.18991 -7.48987 0.76481
H 1.64852 -6.95731 1.34974
H 1.40401 -5.46696 -0.50354
H 0.77347 -4.40011 0.65692
H -1.70337 -7.05160 -0.58409
H -0.26232 -6.96358 -1.72812
H -1.72603 -6.52567 -3.27293
H -1.46455 -4.91190 -2.62068
H -3.91949 -5.27049 -4.17214
H -3.50660 -3.99294 -3.25380
H -5.01390 -4.67418 -2.86690
*
```

The energy relative to the best compared isomer or geometry (same formula, charge and spin) comes out at 61.6 kcal/mol. For the electronic energy, the calculation gives -95986.715 eV. The value obtained for the frontier orbital gap is 9.3 eV. The SMILES is COC[C@H](C)N.COCCOCCOC.COCCOCCOC.COCCOCCOC.COCCOCCOC.COCCOCCOC.COCCOCCOC.COCCOCCOC.

Atomic partial charges in e from the Mulliken method, atoms 1 to 5:
1. C -0.74
2. O -0.35
3. C -0.73
4. C 0.54
5. C -1.31